(1)
{"formula": "C13H19AsClN2O5STa", "method": "ωB97M-V/def2-TZVPD", "relative_energy_kj_mol": 152.3, "total_charge": 2, "e_lumo_ev": -7.668, "spin_multiplicity": 1, "orbital_gap_ev": 7.8, "symbols": ["Ta", "N", "C", "O", "C", "C", "H", "H", "H", "H", "H", "H", "O", "C", "C", "C", "C", "C", "C", "C", "O", "N", "O", "O", "H", "H", "H", "H", "Cl", "C", "As", "C", "C", "S", "H", "H", "H", "H", "H", "H", "H", "H", "H"], "coordinates": [[0.25, 0.24, 0.10], [-0.63, 3.99, 2.45], [-0.44, 2.77, 1.98], [-0.76, 2.46, 0.82], [0.16, 1.73, 2.89], [-0.22, 0.35, 2.36], [-1.03, 4.71, 1.88], [-0.34, 4.25, 3.39], [-0.18, 1.89, 3.92], [1.25, 1.85, 2.88], [-1.30, 0.21, 2.50], [0.29, -0.41, 2.95], [0.42, -1.52, -1.97], [0.94, -2.63, -1.93], [1.71, -3.14, -0.82], [2.40, -4.35, -0.91], [3.22, -4.76, 0.12], [3.38, -3.99, 1.27], [2.69, -2.80, 1.40], [1.84, -2.37, 0.38], [1.16, -1.25, 0.49], [3.95, -6.04, 0.02], [3.81, -6.64, -1.01], [4.61, -6.35, 0.97], [0.84, -3.30, -2.80], [2.31, -4.97, -1.79], [4.05, -4.34, 2.04], [2.81, -2.19, 2.28], [1.68, 1.70, -0.76], [-1.20, 3.42, -1.97], [-2.49, 2.02, -1.51], [-3.38, 1.77, -3.22], [-3.86, 2.76, -0.32], [-1.97, 0.01, -0.85], [-1.80, 4.22, -2.41], [-0.50, 3.05, -2.72], [-0.66, 3.80, -1.10], [-3.79, 2.73, -3.56], [-4.18, 1.03, -3.15], [-2.64, 1.43, -3.96], [-4.32, 3.62, -0.82], [-3.44, 3.06, 0.64], [-4.63, 1.99, -0.16]], "mulliken_charge": [1.115, -0.366, 0.677, -0.301, -0.865, -1.029, 0.244, 0.225, 0.486, 0.313, 0.422, 0.439, -0.551, -0.199, 0.504, -0.498, -0.368, -0.489, -0.691, 0.589, 0.005, 1.033, -0.583, -0.581, 0.392, 0.532, 0.522, 0.470, -0.279, -0.926, 0.879, -1.031, -0.984, -0.468, 0.442, 0.392, 0.254, 0.417, 0.406, 0.379, 0.404, 0.279, 0.389]}



(2)
{"formula": "C4H11S", "method": "ωB97M-V/def2-TZVPD", "relative_energy_kj_mol": 70.2, "total_charge": -1, "e_lumo_ev": 4.347, "spin_multiplicity": 1, "orbital_gap_ev": 6.5, "symbols": ["C", "C", "C", "H", "H", "H", "H", "H", "H", "H", "H", "C", "S", "H", "H", "H"], "coordinates": [[0.91, 1.82, 0.24], [-0.40, 1.60, -0.50], [-1.60, 1.12, 0.32], [0.79, 2.42, 1.16], [1.61, 2.27, -0.46], [1.25, 0.88, 0.67], [-0.25, 0.78, -1.21], [-0.67, 2.53, -1.01], [-2.45, 0.88, -0.33], [-1.29, 0.20, 0.82], [-1.98, 1.80, 1.09], [0.89, -3.38, -0.15], [0.31, -1.65, -0.04], [0.69, -3.95, 0.77], [0.26, -3.84, -0.92], [1.93, -3.50, -0.45]], "mulliken_charge": [-0.955, -0.389, -1.042, 0.301, 0.261, 0.224, 0.263, 0.363, 0.250, 0.219, 0.351, -0.778, -0.626, 0.189, 0.173, 0.194]}



(3)
{"formula": "C3H10N2O", "method": "ωB97M-V/def2-TZVPD", "relative_energy_kj_mol": 263.9, "total_charge": -1, "e_lumo_ev": [4.208, 4.044], "spin_multiplicity": 2, "orbital_gap_ev": [2.5, 6.8], "symbols": ["C", "C", "O", "H", "H", "H", "H", "N", "C", "N", "H", "H", "H", "H", "H", "H"], "coordinates": [[0.22, 2.00, 1.28], [0.17, 1.01, 2.25], [0.56, -0.27, 1.83], [0.04, 3.01, 1.55], [0.35, 1.84, 0.24], [0.08, 0.98, 3.31], [0.09, -0.89, 2.36], [-0.97, -1.52, -0.76], [-0.55, -0.70, -1.85], [0.83, -0.35, -1.80], [-0.53, -2.43, -0.61], [-0.84, -1.00, 0.16], [-0.94, -1.23, -2.80], [-1.13, 0.36, -1.95], [1.17, 0.08, -0.96], [1.45, -0.88, -2.24]], "mulliken_charge": [-0.937, -0.377, -0.589, 0.184, 0.225, 0.378, 0.268, -0.598, -0.559, -0.467, 0.253, 0.226, 0.324, 0.321, 0.208, 0.140]}



(4)
{"formula": "C33H47CuGeN4O3P", "method": "ωB97M-V/def2-TZVPD", "total_charge": 2, "e_lumo_ev": [-4.703, -5.797], "spin_multiplicity": 2, "orbital_gap_ev": [7.5, 7.7], "symbols": ["Cu", "O", "C", "C", "C", "C", "C", "C", "C", "P", "C", "C", "C", "C", "C", "C", "C", "C", "C", "C", "C", "C", "H", "H", "H", "H", "H", "H", "H", "H", "H", "H", "H", "H", "H", "H", "N", "C", "C", "C", "C", "N", "C", "N", "N", "C", "O", "O", "H", "H", "H", "H", "H", "H", "H", "H", "H", "H", "H", "H", "H", "H", "C", "C", "C", "C", "Ge", "C", "C", "C", "C", "H", "H", "H", "H", "H", "H", "H", "H", "H", "H", "H", "H", "H", "H", "H", "H", "H", "H", "H"], "coordinates": [[0.40, 0.40, -1.14], [2.77, -1.03, -1.56], [2.39, 0.09, -1.40], [3.24, 1.28, -1.23], [4.63, 1.19, -1.37], [5.42, 2.31, -1.21], [4.84, 3.53, -0.90], [3.46, 3.64, -0.77], [2.66, 2.52, -0.94], [0.84, 2.61, -0.82], [0.54, 3.62, 0.66], [1.25, 3.28, 1.82], [0.96, 3.90, 3.02], [-0.04, 4.86, 3.08], [-0.75, 5.20, 1.94], [-0.47, 4.57, 0.73], [0.37, 3.54, -2.30], [0.05, 2.76, -3.42], [-0.27, 3.36, -4.63], [-0.30, 4.74, -4.72], [0.01, 5.52, -3.62], [0.35, 4.93, -2.41], [5.07, 0.23, -1.61], [6.49, 2.23, -1.31], [5.46, 4.41, -0.77], [3.00, 4.60, -0.54], [2.04, 2.53, 1.77], [1.53, 3.65, 3.91], [-0.26, 5.36, 4.02], [-1.51, 5.97, 1.98], [-1.04, 4.83, -0.15], [0.07, 1.68, -3.33], [-0.50, 2.75, -5.49], [-0.56, 5.21, -5.66], [0.00, 6.60, -3.70], [0.62, 5.55, -1.56], [-1.73, 0.13, -1.13], [-2.01, -0.73, 0.05], [-3.28, -0.39, 0.85], [-3.76, 1.07, 0.90], [-2.82, 2.05, 1.61], [-2.49, 1.64, 2.97], [-3.24, 1.83, 4.05], [-2.89, 1.22, 5.18], [-4.32, 2.61, 4.03], [-0.70, -0.79, 0.89], [-0.65, -0.48, 2.06], [0.33, -1.20, 0.20], [-2.17, 1.03, -1.03], [-2.13, -0.28, -1.97], [-2.12, -1.75, -0.32], [-3.14, -0.76, 1.86], [-4.10, -0.97, 0.42], [-4.72, 1.07, 1.41], [-3.95, 1.44, -0.11], [-3.25, 3.05, 1.63], [-1.86, 2.14, 1.09], [-1.78, 0.91, 3.02], [-2.08, 0.63, 5.21], [-3.39, 1.38, 6.04], [-4.59, 3.11, 3.20], [-4.84, 2.79, 4.87], [1.81, -5.77, -1.95], [0.87, -5.42, -3.11], [-0.18, -4.37, -2.73], [0.45, -3.06, -2.24], [0.89, -3.10, -0.31], [-0.45, -3.98, 0.85], [-0.25, -5.49, 1.07], [1.11, -5.82, 1.68], [1.23, -7.28, 2.08], [2.53, -6.52, -2.25], [1.24, -6.17, -1.10], [2.37, -4.89, -1.61], [0.37, -6.32, -3.44], [1.46, -5.05, -3.95], [-0.85, -4.79, -1.98], [-0.79, -4.16, -3.61], [-0.24, -2.22, -2.36], [1.36, -2.83, -2.80], [2.31, -3.03, 0.23], [-1.44, -3.80, 0.42], [-0.41, -3.47, 1.81], [-0.36, -6.02, 0.12], [-1.04, -5.85, 1.72], [1.27, -5.18, 2.56], [1.90, -5.58, 0.96], [0.47, -7.53, 2.83], [2.20, -7.50, 2.51], [1.09, -7.94, 1.22]], "mulliken_charge": [-0.106, -0.670, 0.653, -0.257, -0.593, -0.632, -0.743, -0.250, 0.343, 1.745, 0.545, -0.748, -0.792, -0.577, -0.883, -0.475, 0.809, -0.529, -0.881, -0.559, -0.821, -0.177, 0.509, 0.428, 0.459, 0.406, 0.477, 0.484, 0.463, 0.506, 0.515, 0.245, 0.460, 0.421, 0.441, 0.455, -0.467, 0.296, -1.112, -1.104, 0.195, 0.286, 0.761, -0.381, -0.327, 0.766, -0.824, -0.699, 0.220, 0.292, 0.429, 0.394, 0.503, 0.494, 0.393, 0.662, -0.993, 0.221, 0.172, 0.198, 0.196, 0.206, -0.489, -0.635, -0.664, -0.611, 0.241, -0.902, -0.927, -0.182, -1.417, 0.490, -0.078, 0.131, 0.395, 0.303, 0.224, 0.382, 0.214, 0.458, 0.039, 0.359, 0.652, 0.291, 0.568, 0.433, 0.231, 0.355, 0.388, 0.304]}



no.,DFT total energy (eV)
1,-112739.9701
2,-15162.0755
3,-8296.9285
4,-157519.8636